(1)
# C20H32BeN5OSTe

C20H32BeN5OSTe as an isolated structure (wB97M-V/def2-TZVPD, the Open Molecules 2025 dataset).

The geometry in XYZ format:
```
61
Properties=species:S:1:pos:R:3:lowdin_charge:R:1
Be -1.2283 -1.6744 0.0047 -0.03
O -0.7155 -0.6740 -2.4984 -0.04
C -1.3246 -0.6115 -1.4786 -0.46
C -1.4313 2.4858 -4.7978 -0.04
N -1.5660 1.6676 -3.6049 0.00
C -2.3624 1.9642 -2.5923 -0.61
S -2.5220 0.9381 -1.1969 1.02
N -3.0850 3.0782 -2.6225 -0.01
C -4.0156 3.4969 -1.5758 -0.06
H -0.6614 2.0493 -5.4259 0.10
H -1.1195 3.5006 -4.5435 0.10
H -2.3626 2.5194 -5.3676 0.10
H -1.0711 0.7853 -3.5391 0.09
H -3.0567 3.6305 -3.4644 0.13
H -3.5617 3.3735 -0.5951 0.07
H -4.9341 2.9120 -1.6084 0.08
H -4.2430 4.5479 -1.7300 0.10
C -7.5517 2.0157 -0.3173 -0.05
C -6.4080 1.1496 0.1369 -0.28
C -5.5404 1.5761 1.1331 -0.03
C -4.4973 0.7779 1.5943 -0.35
C -3.5892 1.3212 2.6635 -0.10
C -4.3214 -0.4925 1.0317 -0.55
Te -2.7499 -1.7407 1.7345 1.09
C -5.1863 -0.9495 0.0295 -0.34
C -5.0348 -2.2975 -0.6196 -0.09
C -6.2116 -0.1137 -0.4036 -0.02
H -7.3512 3.0713 -0.1306 0.07
H -8.4672 1.7603 0.2199 0.09
H -7.7555 1.8835 -1.3807 0.08
H -5.6826 2.5572 1.5758 0.12
H -3.5756 0.6754 3.5428 0.06
H -3.9120 2.3145 2.9734 0.08
H -2.5586 1.3865 2.3064 0.06
H -4.1128 -2.3509 -1.2060 0.06
H -5.8714 -2.4981 -1.2875 0.08
H -4.9786 -3.0962 0.1204 0.06
H -6.8816 -0.4687 -1.1800 0.12
C 1.3646 -4.2850 3.5617 -0.14
C 0.9061 -2.8434 3.6173 -0.16
N 0.4968 -2.4080 2.2869 0.06
C 0.7220 -3.0520 1.1299 -0.34
N 0.1107 -2.6063 0.0256 -0.03
C 0.5736 -3.1900 -1.2441 -0.18
C 0.7532 -4.6864 -1.0996 -0.15
C 1.7968 -4.9428 -0.0355 -0.13
N 1.5589 -4.1008 1.1379 -0.02
C 2.2796 -4.4491 2.3631 -0.13
H 0.5088 -4.9546 3.4561 0.13
H 1.8853 -4.5464 4.4816 0.12
H 1.7167 -2.2039 3.9742 0.13
H 0.0590 -2.7200 4.2925 0.13
H -0.0804 -1.5818 2.2269 0.04
H 1.5120 -2.7201 -1.5561 0.13
H -0.1604 -2.9675 -2.0148 0.10
H 1.0721 -5.1356 -2.0398 0.13
H -0.1990 -5.1396 -0.8155 0.13
H 2.7993 -4.7372 -0.4221 0.13
H 1.7775 -5.9834 0.2909 0.13
H 3.1728 -3.8252 2.4651 0.14
H 2.6099 -5.4808 2.2598 0.13
```

Energy relative to the best compared isomer or geometry (same formula, charge and spin): 0.908 eV
2S+1: 1
E_LUMO: -2.44 eV
Total charge: +1
HOMO-LUMO gap: 0.2782 Eh



(2)
# C3H9NO

A single C3H9NO molecule in a non-equilibrium geometry (wB97M-V/def2-TZVPD, the Open Molecules 2025 dataset).

The geometry in XYZ format:
```
14
Properties=species:S:1:pos:R:3:lowdin_charge:R:1
N -0.6378 1.3258 1.2550 -0.01
C -0.9372 0.8167 -0.0878 -0.32
C 0.1424 0.0178 -0.7562 -0.19
C 0.7411 -1.1400 0.0704 -0.25
O 2.1555 -1.2151 -0.1078 -0.08
H -1.2037 2.1543 1.4058 0.06
H -0.9923 0.6414 1.9207 0.06
H -1.3006 1.6137 -0.7512 0.11
H -1.9350 0.3392 -0.0824 0.11
H -0.2987 -0.3861 -1.6649 0.11
H 1.0146 0.6374 -0.9998 0.12
H 0.5432 -1.1079 1.1344 0.11
H 0.3711 -2.0644 -0.3839 0.11
H 2.3372 -1.6330 -0.9524 0.08
```

Energy relative to the best compared isomer or geometry (same formula, charge and spin): 1.368 eV
2S+1: 1
E_LUMO: 1.04 eV
Total charge: 0
HOMO-LUMO gap: 0.3879 Eh
Structure (SMILES): NCCCO



(3)
# C18H40N5P3SeTl

C18H40N5P3SeTl as an isolated structure in a non-equilibrium geometry (wB97M-V/def2-TZVPD, the Open Molecules 2025 dataset).

The geometry in XYZ format:
```
68
Properties=species:S:1:pos:R:3:lowdin_charge:R:1
Tl 2.4081 -0.1789 0.4474 0.97
P -1.5693 1.3209 1.5736 0.89
P -0.6411 -1.1936 1.3605 0.77
P 0.1911 1.5568 -1.2710 0.66
H 2.4474 -2.8134 -1.0580 0.07
C 3.0758 -1.9254 -1.1866 -0.16
C 4.1370 -1.6826 -0.3057 -0.15
H 4.2923 -2.3504 0.5525 0.09
C -3.2658 1.3351 0.8802 -0.19
C -1.9323 1.2742 3.3723 -0.22
C -1.1119 3.0906 1.4666 -0.23
C 0.0548 -2.7016 0.5711 -0.24
C 0.1593 -1.3446 3.0102 -0.24
C -2.3001 -1.8963 1.7325 -0.24
C 1.1724 0.9813 -2.7132 -0.30
C 1.2402 3.0152 -0.8265 -0.29
C -1.1279 2.4359 -2.2221 -0.28
H 3.0205 -1.4483 -2.1714 0.08
H 4.9795 -1.0295 -0.5720 0.10
H -3.8454 2.0997 1.4144 0.09
H -3.7391 0.3549 1.0092 0.05
H -3.2226 1.5711 -0.1898 0.05
H -2.6133 2.1082 3.5896 0.08
H -1.0010 1.4231 3.9354 0.06
H -2.4007 0.3358 3.6896 0.05
H -1.7135 3.6425 2.2048 0.08
H -1.2976 3.5146 0.4713 0.04
H -0.0503 3.1961 1.7298 0.00
H -0.1609 -3.5542 1.2296 0.08
H 1.1412 -2.6402 0.4272 0.00
H -0.4282 -2.8549 -0.4049 0.01
H 0.1322 -2.4004 3.3092 0.08
H -0.3639 -0.7372 3.7574 0.04
H 1.2038 -1.0041 2.9637 0.01
H -2.1478 -2.9066 2.1360 0.08
H -2.8644 -1.9627 0.7923 0.04
H -2.8653 -1.3024 2.4603 0.04
H 1.3976 1.8525 -3.3428 0.07
H 0.5714 0.2576 -3.2779 0.00
H 2.1121 0.5039 -2.4007 0.00
H 2.1004 3.0819 -1.5047 0.06
H 1.6093 2.9447 0.2081 -0.02
H 0.6462 3.9346 -0.9150 0.06
H -0.6439 3.0926 -2.9588 0.07
H -1.7630 3.0343 -1.5565 0.03
H -1.7530 1.6961 -2.7424 0.01
C -1.5435 -2.6981 -2.9289 -0.65
C -0.1235 -2.7568 -3.4484 -0.23
C 0.0165 -3.6002 -4.6705 0.00
C -1.0121 -4.3762 -5.1303 -0.04
C -2.2835 -4.3898 -4.5003 0.04
C -2.5307 -3.5760 -3.3995 -0.08
Se -1.7806 -1.0900 -2.1309 0.78
H -0.0241 -1.6606 -3.6623 0.07
H 0.6517 -3.0202 -2.6982 0.12
H 1.0027 -3.6056 -5.1372 0.13
H -0.8676 -5.0174 -6.0009 0.13
H -3.0750 -5.0229 -4.9055 0.14
H -3.5179 -3.5254 -2.9424 0.12
N 1.9680 4.8502 3.6362 0.16
N 2.1054 3.4731 3.6196 -0.23
N 2.9940 2.9107 4.4756 0.16
C 3.2073 1.7276 3.8777 -0.18
N 2.5757 1.6013 2.6939 -0.09
N 1.9242 2.7624 2.4866 0.03
H 1.1021 5.1294 3.2004 0.10
H 2.0834 5.1801 4.5918 0.13
H 3.8567 0.9778 4.2983 0.12
```

Energy relative to the best compared isomer or geometry (same formula, charge and spin): 3.021 eV
2S+1: 1
E_LUMO (spin up / spin down): -11.65 / -11.64 eV
Total charge: +3
HOMO-LUMO gap (spin up / spin down): 0.1514 / 0.1523 Eh



(4)
# C10H27NO6Zn

C10H27NO6Zn as an isolated structure in a non-equilibrium geometry (wB97M-V/def2-TZVPD, the Open Molecules 2025 dataset).

The geometry in XYZ format:
```
45
Properties=species:S:1:pos:R:3:lowdin_charge:R:1
Zn 0.5611 -0.1406 -0.1022 0.73
C 1.3537 -3.0841 -1.3701 -0.04
O 0.8162 -1.7677 -1.5137 -0.25
C -0.3444 -1.7934 -2.3604 -0.16
C -1.1060 -0.4947 -2.2942 -0.17
N -1.3655 -0.0522 -0.8981 -0.07
C -2.2390 1.1694 -0.9121 -0.12
C -2.9150 1.4322 0.4521 -0.21
O -2.0580 1.1757 1.5233 -0.22
C -2.6908 1.3530 2.7870 -0.06
H 2.2948 -3.0418 -0.8324 0.09
H 1.4376 -3.6179 -2.3151 0.11
H 0.6726 -3.6824 -0.7477 0.10
H -0.9618 -2.6505 -2.0765 0.14
H -0.0607 -1.9432 -3.4067 0.15
H -2.0570 -0.6083 -2.8302 0.14
H -0.6764 0.3578 -2.8235 0.13
H -1.9675 -0.7402 -0.4415 0.14
H -3.0454 0.9943 -1.6211 0.13
H -1.6023 2.0263 -1.1132 0.11
H -3.8410 0.8452 0.4945 0.13
H -3.2104 2.4862 0.4807 0.14
H -2.0592 0.9098 3.5558 0.09
H -3.6469 0.8219 2.8001 0.10
H -2.8473 2.4113 2.9983 0.10
C 1.1112 -1.9611 2.1129 -0.12
C 2.4554 -1.3385 1.7925 -0.16
O 2.5359 -0.7794 0.4615 -0.08
O 0.0066 -1.1166 1.6128 -0.09
H 1.0381 -2.0989 3.1882 0.15
H 0.9472 -2.9161 1.6140 0.12
H 3.2124 -2.1195 1.8995 0.15
H 2.6905 -0.5360 2.4976 0.14
H 3.4046 -0.3809 0.3400 0.14
H -0.7275 -1.1928 2.2318 0.12
C 1.6094 2.6335 0.1303 -0.13
C 1.3851 2.3553 -1.3338 -0.15
O 1.5359 0.9433 -1.5833 -0.08
O 0.9350 1.6028 0.9235 -0.08
H 1.2522 3.6229 0.4192 0.15
H 2.6667 2.6371 0.4097 0.14
H 2.0905 2.9489 -1.9149 0.15
H 0.3791 2.6426 -1.6446 0.12
H 1.9787 0.8037 -2.4285 0.14
H 1.0515 1.8839 1.8385 0.13
```

Energy relative to the best compared isomer or geometry (same formula, charge and spin): 0.549 eV
2S+1: 1
E_LUMO: -5.59 eV
Total charge: +2
HOMO-LUMO gap: 0.3800 Eh



- What is the formula in the fourth record?
  C10H27NO6Zn



- Which value of total charge does entry 1 give?
  +1



- Look up the energy relative to the best compared isomer or geometry (same formula, charge and spin) of the first one.
  0.908 eV